{"formula": "C2H7N3O", "method": "wB97M-V/def2-TZVPD", "species": ["H", "N", "C", "N", "N", "C", "O", "H", "H", "H", "H", "H", "H"], "coordinates": [[-1.7535, -0.0161, 1.1078], [-1.3458, -0.9398, 0.9606], [-0.2319, -0.8367, 0.3387], [0.5525, -1.9167, 0.1352], [0.4100, 0.2993, -0.1471], [0.0840, 1.6481, 0.2715], [0.8572, 0.2457, -1.4769], [0.0819, -2.8054, 0.2351], [1.2585, -1.6658, -0.5889], [0.4472, 1.8136, 1.2899], [0.5550, 2.3921, -0.3787], [-0.9951, 1.8247, 0.2430], [0.0800, -0.0431, -1.9900]], "smiles": "[H]/N=C(/N)N(C)O", "e_above_lowest_kcal_mol": 67.84, "gap_ev": 9.65, "largest_force_ev_per_a": 1.81}